Density functional theory data (the ωB97M-V functional and the def2-TZVPD basis) for a molecular structure, C10H10BrF5NO2RhS2 at a distorted geometry.

The frontier orbital gap is 0.2448 Eh. Its LUMO energy is -0.0306 hartree. The value obtained for the energy relative to the best compared isomer or geometry (same formula, charge and spin) is 110.7 kJ/mol.

```
! RIJCOSX wB97M-V def2-TZVPD def2/J DEFGRID3
* xyz 0 1
C 1.241 1.734 0.368
F 0.883 1.991 1.680
F 1.151 2.897 -1.704
F 2.579 1.668 0.350
Rh 0.341 -0.023 -0.143
H 4.142 -3.847 -2.391
C 2.994 -0.851 -2.101
C -3.522 1.138 1.836
H 1.905 -1.177 1.565
C 0.811 2.980 -0.429
H 4.960 -2.339 -2.907
C 4.332 -2.804 -2.151
F 1.349 4.088 0.082
S 1.347 -0.242 -2.218
C -4.383 0.165 1.337
O 3.046 -2.179 -2.118
C -3.930 -0.684 0.333
C -2.637 -0.520 -0.101
C 0.959 -1.492 1.133
H 1.070 -2.407 0.554
F -0.533 3.107 -0.362
C -2.253 1.229 1.311
H 0.185 -1.585 1.895
Br -1.907 -1.666 -1.426
H -3.832 1.819 2.619
O -5.640 -0.001 1.773
S 4.301 0.137 -1.997
N -1.798 0.410 0.351
H -5.848 0.636 2.467
H -1.563 1.985 1.660
H 4.821 -2.718 -1.182
H -4.570 -1.447 -0.084
*
```

---

Density functional theory data (the ωB97M-V functional and the def2-TZVPD basis) for a molecular structure, C10H10Cl2CuO4 at a distorted geometry.

The frontier orbital gap (alpha / beta) is 0.2379 / 0.2218 Eh. Its LUMO energy (alpha / beta) is 0.2170 / 0.2081 hartree.

```
! RIJCOSX wB97M-V def2-TZVPD def2/J DEFGRID3
* xyz -2 2
O -4.217 -1.846 -0.009
H 2.177 1.157 2.074
Cl -0.518 2.273 1.360
C 1.716 0.193 1.829
H 1.293 -2.635 0.038
O -3.937 -0.489 1.958
H -0.627 -1.049 -2.740
O -2.256 -0.549 0.193
C 0.451 -0.330 2.330
C 1.231 -1.788 0.721
C -0.823 1.006 -1.890
H -0.168 0.098 3.108
H 2.402 1.705 -1.173
H -1.885 1.202 -1.964
C -0.149 -0.179 -2.300
O -4.404 0.552 -0.107
H 0.031 2.977 -1.126
C 2.160 -0.709 0.805
H 3.105 -0.622 0.273
H 1.991 -0.802 -2.168
C 1.456 1.274 -1.505
Cu 0.384 0.639 0.343
C 0.179 -1.558 1.648
C 1.245 -0.021 -2.061
C 0.175 1.940 -1.426
Cl -3.733 -0.578 0.519
H -0.668 -2.210 1.839
*
```

---

Density functional theory data (the ωB97M-V functional and the def2-TZVPD basis) for a molecular structure, C10H10Cl2FeGaI2O6S at a distorted geometry.

The frontier orbital gap (alpha / beta) is 0.2523 / 0.1903 Eh. Its LUMO energy (alpha / beta) is -0.6051 / -0.6677 hartree. The value obtained for the energy relative to the best compared isomer or geometry (same formula, charge and spin) is 309.2 kJ/mol.

```
! RIJCOSX wB97M-V def2-TZVPD def2/J DEFGRID3
* xyz 4 6
Cl -4.383 1.417 3.368
I -3.081 -1.546 -0.024
O 1.029 3.382 -1.977
C 0.119 1.341 2.783
C 2.328 -0.232 -1.775
O -1.736 3.129 1.735
C 1.368 -2.468 -2.236
H 0.384 0.732 -3.385
O 3.596 1.471 2.179
Fe -0.705 1.502 -0.582
C -2.002 0.172 2.944
C -3.350 -0.066 3.646
O -1.269 1.056 3.504
H 0.503 -3.093 -2.465
H 3.055 -0.311 -2.600
O 0.749 2.132 3.430
H 1.719 -2.791 -1.244
C 0.481 -0.371 -3.500
S -0.234 -0.668 -0.901
I -1.139 -3.334 0.284
C -1.301 2.213 1.120
Ga 0.343 0.145 1.222
H 2.157 -2.604 -2.989
H -0.507 -0.793 -3.753
C 1.088 -0.978 -2.237
C 0.674 2.502 -1.211
H 2.114 0.831 -1.572
O -1.587 -0.446 1.937
C 2.737 0.672 1.792
H 1.156 -0.563 -4.349
H -3.084 -0.133 4.751
H 2.744 -0.664 -0.858
Cl -3.968 -1.636 2.965
*
```

---

Density functional theory data (the ωB97M-V functional and the def2-TZVPD basis) for a molecular structure, C10H10Cl2Re at a distorted geometry.

The frontier orbital gap (alpha / beta) is 0.2861 / 0.2355 Eh. Its LUMO energy (alpha / beta) is -0.0083 / -0.0558 hartree. The value obtained for the energy relative to the best compared isomer or geometry (same formula, charge and spin) is 21.3 kJ/mol.

```
! RIJCOSX wB97M-V def2-TZVPD def2/J DEFGRID3
* xyz 0 4
C -0.468 2.741 -0.036
H -0.890 -2.570 -0.650
C 0.093 -2.234 -0.315
C 2.314 -2.101 0.464
C 2.087 -0.963 -0.393
C 0.733 -1.085 -0.949
C -2.440 1.487 -0.031
H 3.276 -2.335 0.965
H 0.372 -0.572 -1.838
H 0.094 2.188 -2.156
C -1.817 1.319 -1.297
H -1.680 2.486 1.875
H 0.944 -3.846 1.069
H 2.797 -0.228 -0.796
H 0.399 3.320 0.314
H -3.315 0.932 0.338
Cl -1.401 -0.914 2.215
C 1.098 -2.903 0.498
C -1.608 2.363 0.772
H -2.187 0.733 -2.148
C -0.583 2.095 -1.298
Re 0.734 -0.930 1.204
Cl 1.448 1.019 2.196
*
```

---

Density functional theory data (the ωB97M-V functional and the def2-TZVPD basis) for C10H10ClNO2S in the gas phase at a distorted geometry.

The frontier orbital gap is 0.3068 Eh. Its SMILES is CS(=O)(=O)[C@]1(Cl)C=Cc2ccccc2N1. Its LUMO energy is 0.0048 hartree. The value obtained for the energy relative to the best compared isomer or geometry (same formula, charge and spin) is 97.6 kJ/mol.

```
! RIJCOSX wB97M-V def2-TZVPD def2/J DEFGRID3
* xyz 0 1
C -0.796 -0.618 -0.790
O 3.987 -0.239 1.519
O 4.095 0.711 -0.699
C -2.730 -1.147 1.087
C 2.329 1.738 0.775
C 1.612 -0.509 -1.587
H -4.176 -0.744 -0.518
C -2.138 -0.404 -1.144
C 0.252 -0.310 -1.850
H 2.902 2.435 1.389
H -2.357 -0.209 -2.167
C -0.404 -1.038 0.543
H -3.447 -1.186 1.973
C -3.096 -0.742 -0.160
N 0.909 -0.953 0.840
H 2.380 -0.348 -2.430
H 1.487 1.439 1.599
S 3.311 0.308 0.383
C -1.434 -1.198 1.453
C 2.143 -0.953 -0.308
H 0.008 0.129 -2.743
H 1.764 2.009 -0.058
H 1.102 -1.601 1.639
Cl 2.927 -2.486 -0.336
H -1.099 -1.460 2.540
*
```

---

Density functional theory data (the ωB97M-V functional and the def2-TZVPD basis) for a molecular structure, C10H10F6N3O5PdS3 at a distorted geometry.

The frontier orbital gap (alpha / beta) is 0.2923 / 0.2579 Eh. Its LUMO energy (alpha / beta) is -0.0427 / -0.0647 hartree. The value obtained for the energy relative to the best compared isomer or geometry (same formula, charge and spin) is 275.8 kJ/mol.

```
! RIJCOSX wB97M-V def2-TZVPD def2/J DEFGRID3
* xyz 0 2
Pd 2.535 0.296 -0.970
H -2.616 1.648 -2.595
O 4.789 0.774 -2.781
F 0.658 1.438 3.275
H -4.662 0.929 -1.248
H -3.923 -0.227 0.804
S 3.136 3.573 -1.656
S 1.986 -0.879 3.645
F -0.483 -0.314 2.739
F -0.181 0.187 4.798
C 3.808 0.202 -2.559
O 3.851 1.174 0.948
N 3.096 0.146 3.104
C -2.317 0.595 -2.646
H -3.259 -1.341 -2.735
C -2.141 0.449 -0.188
H -3.116 -1.472 -0.155
C 3.620 -1.419 0.830
C -3.560 -0.296 -2.632
C -3.400 -0.418 -0.133
H -1.726 0.441 -3.550
O 2.162 -1.245 5.001
F 4.575 -1.092 -0.088
O 1.784 -1.896 2.657
N 0.697 -0.758 -1.705
F 2.660 -2.025 0.108
H -4.203 -0.041 -3.474
O 1.608 0.283 1.078
C 2.245 2.293 -1.559
N -1.500 0.302 -1.484
C 0.408 0.171 3.606
S 2.974 0.219 1.564
C -4.313 -0.104 -1.317
H -1.433 0.166 0.590
C -0.338 -0.238 -1.584
H -2.405 1.506 -0.063
F 4.170 -2.269 1.668
H -5.185 -0.758 -1.291
*
```

---

Density functional theory data (the ωB97M-V functional and the def2-TZVPD basis) for a molecular structure, C10H10IN6SV.

The frontier orbital gap (alpha / beta) is 0.2775 / 0.2320 Eh. Its LUMO energy (alpha / beta) is -0.1422 / -0.1334 hartree. The value obtained for the energy relative to the best compared isomer or geometry (same formula, charge and spin) is 23.2 kJ/mol.

```
! RIJCOSX wB97M-V def2-TZVPD def2/J DEFGRID3
* xyz 1 2
H 2.666 -1.042 0.884
C -0.015 -2.312 0.996
C -0.495 -3.113 1.991
H -3.197 -1.229 2.791
N -2.240 2.994 -3.017
H 0.016 -4.030 2.241
N 2.935 -0.290 0.272
C -1.772 -0.786 1.251
C -1.897 1.960 -2.230
N -2.281 1.946 -0.987
C -1.659 -2.714 2.679
I 5.462 2.611 -1.407
C 4.002 1.333 -0.751
C 4.142 0.269 0.123
C -2.381 0.373 0.717
H 2.108 2.001 -1.741
H -3.292 0.829 1.078
N -1.751 0.853 -0.333
H -2.123 2.931 -4.011
V -0.061 0.085 -0.897
H 0.877 -2.583 0.439
C 2.648 1.341 -1.079
N 2.001 0.345 -0.460
S -0.882 0.693 -2.961
N -0.608 -1.149 0.622
H -2.050 -3.323 3.482
C -2.289 -1.561 2.306
H -2.871 3.685 -2.643
H 5.005 -0.114 0.643
*
```

---

Density functional theory data (the ωB97M-V functional and the def2-TZVPD basis) for a molecular structure, C10H10MgN2O4 at a distorted geometry.

The frontier orbital gap is 0.2174 Eh. Its LUMO energy is -0.3312 hartree. The value obtained for the energy relative to the best compared isomer or geometry (same formula, charge and spin) is 27.0 kJ/mol.

```
! RIJCOSX wB97M-V def2-TZVPD def2/J DEFGRID3
* xyz 2 1
N -0.027 -0.090 2.222
O -0.160 -3.275 0.082
H 0.158 -1.492 5.189
H -0.397 2.369 5.235
H 0.999 1.201 -5.152
H -0.359 2.068 2.723
O -3.281 0.157 -0.035
H 0.880 -1.285 -5.257
C 0.100 2.118 0.186
O 3.281 -0.157 0.038
C 0.034 0.688 -5.194
C 2.128 -0.099 -0.035
H -1.095 0.994 6.109
C -0.194 0.979 3.020
H -0.879 1.292 -5.172
H -0.997 -1.195 -5.278
N -0.134 0.501 4.294
C -0.250 1.312 5.486
H 0.647 1.238 6.114
C -0.106 -2.131 -0.023
H 0.300 -2.242 2.510
O 0.153 3.251 0.368
C 0.143 -1.249 2.977
C -2.127 0.105 -0.081
C 0.067 -0.836 4.309
C -0.031 -0.680 -5.252
Mg 0.000 0.010 -0.123
*
```

---

Density functional theory data (the ωB97M-V functional and the def2-TZVPD basis) for 2 unconnected molecules or ions with the total composition C10H10N2 at a distorted geometry.

The frontier orbital gap is 0.3719 Eh. Its SMILES is c1ccncc1.c1ccncc1. Its LUMO energy is 0.0345 hartree. The value obtained for the energy relative to the best compared isomer or geometry (same formula, charge and spin) is 220.3 kJ/mol.

```
! RIJCOSX wB97M-V def2-TZVPD def2/J DEFGRID3
* xyz 0 1
H 2.250 -1.526 0.751
H -4.423 1.228 0.704
H 4.673 1.829 -0.355
C -1.673 -1.298 0.271
H -0.369 0.010 1.217
C 2.361 -0.617 0.245
C 2.603 1.771 -0.976
C -3.901 -0.716 -0.012
C -3.596 0.456 0.679
H -0.822 -1.894 0.149
N -2.457 0.677 1.295
H 2.688 2.611 -1.590
H 4.426 -0.542 0.673
C -1.425 -0.118 0.976
H 0.446 1.279 -1.556
C 3.714 1.262 -0.321
H -3.137 -2.636 -0.641
C 1.417 1.009 -1.044
C 3.606 0.052 0.365
H -4.827 -1.009 -0.251
N 1.340 -0.156 -0.431
C -2.892 -1.673 -0.148
*
```

---

Density functional theory data (the ωB97M-V functional and the def2-TZVPD basis) for C10H10N2 in the gas phase at a distorted geometry.

The frontier orbital gap is 0.3140 Eh. Its SMILES is Cc1ccc2cc(N)ccc2n1. Its LUMO energy is 0.0228 hartree. The value obtained for the energy relative to the best compared isomer or geometry (same formula, charge and spin) is 294.8 kJ/mol.

```
! RIJCOSX wB97M-V def2-TZVPD def2/J DEFGRID3
* xyz 0 1
H -1.455 1.737 -3.130
C -1.135 0.238 2.146
H 0.483 -2.411 3.755
H 1.775 -0.267 -3.064
H -0.395 -0.639 4.476
C 1.067 -0.226 -2.209
C -0.413 0.441 -0.138
H -2.076 1.516 0.820
H -2.005 0.417 2.899
H -0.996 0.278 -4.342
H 2.396 -1.348 -0.922
C -1.266 0.779 0.924
N -0.897 0.866 -1.356
C -0.105 0.585 -2.319
N 0.327 -1.202 3.648
C 1.495 -0.669 -1.028
H 0.126 1.716 -4.135
H 1.802 -1.507 1.518
C -0.675 1.064 -3.600
C 0.731 -0.286 0.117
C 0.937 -0.886 1.393
C 0.088 -0.564 2.393
*
```

---

Density functional theory data (the ωB97M-V functional and the def2-TZVPD basis) for a molecular structure, C10H10N2 at a distorted geometry.

The frontier orbital gap is 0.3020 Eh. Its LUMO energy is 0.0242 hartree. The value obtained for the energy relative to the best compared isomer or geometry (same formula, charge and spin) is 669.4 kJ/mol.

```
! RIJCOSX wB97M-V def2-TZVPD def2/J DEFGRID3
* xyz 0 1
C -0.403 1.704 -2.111
H 0.657 -1.893 2.287
H -2.879 -1.413 1.460
H 3.286 -1.536 2.121
H 0.050 2.389 -2.711
N -1.251 0.233 -1.055
C 0.991 0.385 -0.254
C 1.141 -1.164 1.686
C 0.027 0.808 -1.159
H -2.321 0.864 -2.632
H 4.148 0.187 0.863
C 0.421 -0.387 0.779
C 2.389 0.651 -0.149
H -2.716 -1.819 -0.252
C 3.104 -0.029 0.742
C 2.595 -1.039 1.580
H -3.825 -0.459 0.140
H -1.938 0.887 0.866
C -1.726 0.034 0.264
H 2.812 1.390 -0.947
C -2.820 -1.034 0.402
N -1.742 1.240 -1.923
*
```

---

Density functional theory data (the ωB97M-V functional and the def2-TZVPD basis) for 2 unconnected molecules or ions with the total composition C10H10N2O2 at a distorted geometry.

The frontier orbital gap is 0.3614 Eh. Its SMILES is O=c1cc[nH]c(=O)[nH]1.c1ccccc1. Its LUMO energy is 0.0208 hartree. The value obtained for the energy relative to the best compared isomer or geometry (same formula, charge and spin) is 255.6 kJ/mol.

```
! RIJCOSX wB97M-V def2-TZVPD def2/J DEFGRID3
* xyz 0 1
H -2.477 1.785 0.364
H -1.595 -2.390 -0.529
H -1.337 2.355 -1.627
H 0.626 1.613 2.754
O 1.466 -2.018 -0.729
C 1.224 -1.030 0.082
H 1.024 -2.507 1.844
H -2.125 -0.848 1.042
C 1.027 -1.399 1.515
C 0.967 1.224 0.799
C -0.938 0.431 -2.405
H -0.422 0.734 -3.305
C -1.312 1.363 -1.448
N 0.477 0.841 2.108
H -0.498 -1.771 -2.685
H 1.308 0.447 -1.080
C 0.732 -0.503 2.426
O 0.925 2.442 0.600
C -1.047 -1.012 -2.164
C -1.929 -0.380 0.030
H 0.736 -0.623 3.514
C -1.908 1.039 -0.231
C -1.485 -1.368 -0.909
N 1.471 0.248 -0.027
*
```

---

no.,total energy (a.u.)
1,-4572.50210
2,-3248.57644
3,-5938.93905
4,-1385.60934
5,-1450.57554
6,-2848.99307
7,-2355.26130
8,-996.99049
9,-496.51318
10,-496.48482
11,-496.34214
12,-647.00462